Entry 1:
Below is one molecule with the formula C5H4, with properties calculated with ωB97M-V/def2-TZVPD.

```
9
Properties=species:S:1:pos:R:3:lowdin_charge:R:1
C 2.123 -0.600 0.496 0.1182
C 1.182 0.096 -0.044 -0.2963
C -0.071 0.572 -0.434 -0.1464
C -1.312 -0.046 -0.121 -0.1368
C -2.400 -0.505 0.130 0.1233
H 2.801 -1.321 0.052 0.0257
H 1.162 1.153 0.448 0.1772
H -0.122 1.556 -0.891 0.1069
H -3.363 -0.905 0.363 0.0283
```

Output
Energy relative to the best compared isomer or geometry (same formula, charge and spin) in kJ/mol: 370.4
Highest occupied orbital energy (spin up / spin down) in eV: -8.0 / -7.8
Charge: 0

Entry 2:
Below is a 4-piece molecular cluster, C16H42N2O6 overall, with properties calculated with ωB97M-V/def2-TZVPD.

```
66
Properties=species:S:1:pos:R:3:lowdin_charge:R:1
C 2.128 -0.547 2.721 -0.1356
O 1.986 0.778 3.106 -0.2120
C 0.941 1.595 2.662 -0.2034
C 0.996 1.716 1.060 -0.1798
N 2.322 1.816 0.426 -0.0609
C 2.857 3.087 0.012 -0.2051
C 1.956 3.789 -1.067 -0.2588
O 2.423 3.424 -2.413 -0.2241
C 1.813 4.347 -3.370 -0.1482
H 2.837 -0.610 1.895 0.0783
H 1.285 -1.149 2.384 0.0744
H 2.463 -1.157 3.559 0.0859
H 0.979 2.591 3.103 0.0893
H 0.057 1.042 2.979 0.1021
H 0.329 2.525 0.761 0.0742
H 0.519 0.765 0.819 0.0796
H 2.932 1.409 1.119 0.0803
H 3.766 2.798 -0.516 0.1134
H 3.000 3.818 0.808 0.0991
H 2.159 4.859 -1.013 0.0853
H 0.894 3.817 -0.822 0.0538
H 2.502 5.151 -3.629 0.0678
H 0.838 4.616 -2.963 0.0549
H 1.867 3.813 -4.318 0.0696
C 2.022 -5.283 -1.029 -0.1181
O 2.134 -3.881 -0.859 -0.1922
C 1.254 -3.102 -1.686 -0.2233
C 1.390 -1.687 -1.222 -0.2311
N 0.679 -0.660 -1.989 -0.0330
C -0.744 -0.792 -1.821 -0.2301
C -1.537 0.289 -2.558 -0.2124
O -2.920 0.245 -2.081 -0.1690
C -3.564 1.384 -2.614 -0.2330
H 1.477 -5.608 -1.915 0.0826
H 1.438 -5.642 -0.181 0.0698
H 2.960 -5.834 -0.966 0.0791
H 0.243 -3.466 -1.508 0.1088
H 1.453 -3.178 -2.755 0.1264
H 2.456 -1.464 -1.188 0.1208
H 1.368 -1.674 -0.132 0.0964
H 1.121 0.249 -2.001 0.1086
H -0.944 -0.736 -0.751 0.0845
H -1.182 -1.747 -2.110 0.1159
H -1.374 0.158 -3.628 0.1112
H -1.018 1.246 -2.505 0.1037
H -3.525 2.274 -1.987 0.0363
H -4.626 1.146 -2.664 0.0716
H -3.299 1.769 -3.599 0.0662
C -0.699 -4.177 1.923 -0.0820
C -1.629 -3.019 1.557 -0.3052
O -1.835 -2.327 2.814 -0.0911
H -0.870 -4.631 2.899 0.0752
H 0.272 -3.688 1.841 0.0633
H -0.866 -4.909 1.133 0.0610
H -2.485 -3.373 0.983 0.0985
H -1.246 -2.298 0.835 0.0812
H -2.022 -1.400 2.646 0.0331
C -3.239 1.132 1.259 -0.1375
C -2.975 1.638 2.629 -0.4425
O -2.884 0.498 3.425 -0.1041
H -2.454 0.500 0.843 0.0546
H -3.261 1.906 0.493 0.0458
H -4.174 0.571 1.285 0.0815
H -3.865 2.201 2.909 0.0924
H -2.150 2.351 2.630 0.0750
H -2.727 0.728 4.344 0.0813
```

Output
<S²>: 0.75
Highest occupied orbital energy (spin up / spin down) in eV: 0.9 / -6.1
Multiplicity: 2
Charge: -1

Entry 3:
Below is C11H11F10O6STb as an isolated structure, with properties calculated with ωB97M-V/def2-TZVPD.

```
40
Properties=species:S:1:pos:R:3:lowdin_charge:R:1
C 0.728 -2.356 0.886 -0.0515
O 0.356 -0.979 1.007 -0.1319
C 0.910 -0.191 -0.019 -0.3134
C 0.042 1.097 -0.105 -0.0818
C -1.255 0.786 -0.910 -0.0245
C -2.563 1.004 -0.114 -0.4353
F -3.098 2.185 -0.501 0.1398
F -2.403 0.990 1.222 0.1400
C -3.573 -0.119 -0.518 -0.3366
F -3.125 -1.341 -0.176 0.1518
F -3.590 -0.103 -1.879 0.1336
C -5.055 0.133 -0.055 -0.3489
F -5.709 0.686 -1.081 0.1774
F -5.152 0.974 0.984 0.1709
C -5.787 -1.179 0.380 -0.5681
F -7.052 -0.870 0.663 0.1877
F -5.808 -2.088 -0.575 0.2055
F -5.273 -1.655 1.509 0.1888
C 2.413 0.140 0.278 -0.2837
O 2.992 0.732 -0.865 -0.0066
C 4.361 0.675 -0.767 -0.2361
C 5.124 0.226 -2.064 -0.5188
O 6.320 0.474 -2.127 0.0551
O 4.593 -0.416 -3.041 0.3868
S 2.756 1.136 1.758 0.7381
O 2.278 2.454 1.681 -0.1470
O 4.215 1.101 1.934 -0.3742
F 2.155 0.319 2.942 -0.0606
H 0.032 -2.954 1.492 0.1145
H 0.613 -2.733 -0.148 0.1097
H 1.750 -2.520 1.278 0.0860
H 0.842 -0.740 -0.979 0.1652
H 0.642 1.848 -0.652 0.1289
H -0.127 1.487 0.907 0.1276
H -1.299 1.473 -1.766 0.1436
H -1.210 -0.255 -1.255 0.1242
H 2.915 -0.833 0.474 0.1420
H 4.749 1.683 -0.484 0.1739
H 4.697 -0.021 0.073 -0.0718
Tb 6.598 -0.251 0.614 1.9997
```

Output
<S²>: 13.02
Highest occupied orbital energy (spin up / spin down) in eV: -15.5 / -15.5
Multiplicity: 7
Charge: +2

Entry 4:
Below is one molecule with the formula C4H7NO2, with properties calculated with ωB97M-V/def2-TZVPD.

```
14
Properties=species:S:1:pos:R:3:lowdin_charge:R:1
O 1.108 1.610 -0.881 -0.0321
C -0.067 0.862 -0.590 -0.3548
C 0.069 -0.584 -1.093 -0.1720
O 0.658 -1.401 -0.078 -0.1089
C -1.048 -1.384 1.243 0.0598
N -0.868 -0.174 1.474 -0.0310
C -0.432 0.897 0.885 -0.1182
H 1.669 1.596 -0.098 0.0865
H -0.872 1.362 -1.149 0.1481
H -0.908 -1.017 -1.342 0.1241
H 0.726 -0.624 -1.967 0.1252
H -0.605 -2.233 1.759 0.0684
H -0.576 1.863 1.354 0.1084
H 1.144 -0.773 0.482 0.0966
```

Output
Energy relative to the best compared isomer or geometry (same formula, charge and spin) in kJ/mol: 455.8
Highest occupied orbital energy in eV: -8.0
Charge: 0